A 6-piece molecular cluster, C33H81F6N4O7P overall in a non-equilibrium geometry, computed with wB97M-V/def2-TZVPD.

Computed properties:
HOMO-LUMO gap (alpha / beta) = 9.9 / 6.6 eV
spin multiplicity = 2
E = -2991.2754 a.u.
charge = +3
⟨S²⟩ = 0.756
LUMO level (alpha / beta) = -5.7827 / -9.0662 eV

Last column: Mulliken charge in e.
Cartesian coordinates (Å):
C  1.4044  5.2348  3.2341  -1.504
C  1.8090  3.8279  2.6285  -0.026
N  1.4343  2.5745  3.4676  0.704
C  2.0737  2.7495  4.8823  -1.184
C  -0.2085  2.4498  3.6461  -0.540
C  -0.9468  2.6484  2.3168  -0.779
C  1.9505  1.2309  2.8629  0.038
C  3.5110  1.2702  2.6559  -0.914
O  4.3534  1.5375  3.7725  -0.364
C  5.7413  1.6127  3.4557  -0.773
H  0.3222  5.3609  3.2029  0.323
H  1.6793  6.1183  2.6579  0.452
H  1.7038  5.3377  4.2771  0.338
H  2.8915  3.9239  2.5444  0.503
H  1.2831  3.7214  1.6797  -0.020
H  1.5543  3.4447  5.5419  0.341
H  3.0729  3.1490  4.7088  0.562
H  2.1769  1.8143  5.4327  0.334
H  -0.6364  3.1127  4.3982  0.385
H  -0.3029  1.4350  4.0326  0.523
H  -0.4797  2.0967  1.5011  -0.094
H  -1.0821  3.7164  2.1459  0.316
H  -1.8990  2.1325  2.4398  0.437
H  1.3637  0.9143  2.0006  -0.210
H  1.6992  0.5139  3.6445  0.479
H  3.8238  1.9925  1.9018  0.217
H  3.7830  0.2868  2.2725  0.586
H  5.9672  2.4016  2.7383  0.314
H  6.0129  0.6870  2.9484  0.332
H  6.2350  1.6838  4.4249  0.283
C  0.5526  -1.9697  2.1650  -0.395
C  0.2144  -3.4169  2.4989  -1.191
N  -0.6592  -4.1582  1.4760  0.387
C  -1.0520  -5.4728  2.1310  -0.941
C  -1.8999  -3.3623  1.0208  -0.059
C  -2.8506  -2.8532  2.1778  -0.959
C  0.0338  -4.4227  0.0712  -0.372
C  1.4237  -5.1513  0.1697  -0.985
O  1.4759  -6.2171  1.1075  -0.312
C  2.8356  -6.6563  1.4804  -0.799
H  -0.3132  -1.3201  2.0369  0.099
H  1.1090  -1.8391  1.2368  0.170
H  1.1283  -1.5048  2.9653  0.386
H  -0.3627  -3.3908  3.4233  0.453
H  1.0737  -4.0804  2.5960  0.720
H  -1.8534  -5.3059  2.8508  0.412
H  -0.2134  -5.9405  2.6469  0.397
H  -1.3957  -6.1620  1.3597  0.348
H  -2.5123  -3.9542  0.3406  0.716
H  -1.5418  -2.5001  0.4583  -0.147
H  -3.6964  -2.3098  1.7566  -0.206
H  -2.4049  -2.1332  2.8641  0.268
H  -3.3123  -3.6296  2.7878  0.420
H  0.1991  -3.5576  -0.5710  0.121
H  -0.6319  -5.0993  -0.4646  0.639
H  2.0882  -4.3951  0.5877  0.398
H  1.7951  -5.5371  -0.7797  0.488
H  3.5576  -5.8439  1.3986  0.330
H  3.1773  -7.3702  0.7310  0.318
H  2.9909  -7.0909  2.4679  0.311
C  -3.8307  -2.1922  -3.4185  -1.324
C  -4.1565  -1.8278  -1.8860  0.220
N  -5.6854  -1.4544  -1.6250  0.091
C  -6.5548  -2.6844  -2.0336  -1.043
C  -5.9427  -1.3289  -0.0915  -0.644
C  -5.1788  -0.1607  0.6347  -1.009
C  -6.1770  -0.1488  -2.4151  -0.470
C  -7.6047  0.3765  -2.0962  -0.869
O  -7.6875  0.9086  -0.7837  -0.198
C  -8.9338  1.4899  -0.3673  -0.840
H  -4.3620  -3.0414  -3.8481  0.401
H  -2.7598  -2.3271  -3.5704  0.373
H  -4.0557  -1.3188  -4.0305  0.348
H  -3.5304  -1.0402  -1.4666  -0.017
H  -4.0387  -2.6481  -1.1780  0.077
H  -7.5930  -2.5361  -1.7365  0.423
H  -6.1965  -3.5828  -1.5310  0.341
H  -6.2922  -2.7378  -3.0901  0.451
H  -5.5841  -2.2600  0.3474  0.804
H  -7.0065  -1.1822  0.0952  0.441
H  -5.1895  -0.1761  1.7246  0.567
H  -5.5129  0.8224  0.3031  0.321
H  -4.1033  -0.0709  0.4824  -0.080
H  -6.1666  -0.3958  -3.4767  0.468
H  -5.3939  0.5961  -2.2737  0.362
H  -8.2699  -0.4721  -2.2561  0.366
H  -7.8310  1.1433  -2.8371  0.545
H  -8.9805  2.0617  0.5595  0.282
H  -9.6212  0.6527  -0.2463  0.344
H  -9.3497  1.9999  -1.2362  0.300
C  3.1140  -0.8099  -3.6225  -1.587
C  3.3433  0.4182  -2.6292  -0.047
N  3.6238  1.9061  -3.1413  0.280
C  2.3572  2.3550  -3.8305  -0.741
C  3.9367  2.8086  -1.9025  -0.891
C  2.8436  2.7142  -0.8214  0.040
C  4.7941  1.8509  -4.1095  -0.740
C  5.9883  0.8799  -3.6440  -0.736
O  6.7257  1.4732  -2.5537  -0.359
C  7.4579  0.6339  -1.6960  -0.728
H  3.7442  -0.6739  -4.5014  0.392
H  2.0754  -1.0153  -3.8816  0.344
H  3.5346  -1.7640  -3.3049  0.421
H  4.1650  0.2707  -1.9284  0.646
H  2.4829  0.3867  -1.9608  -0.262
H  1.6063  2.5666  -3.0692  0.089
H  2.0728  1.5382  -4.4939  0.486
H  2.6492  3.3208  -4.2429  0.405
H  4.1157  3.7926  -2.3358  0.429
H  4.9130  2.5553  -1.4892  0.374
H  1.8525  3.0189  -1.1573  -0.548
H  2.9990  3.2236  0.1296  0.669
H  2.7604  1.7160  -0.3913  -0.042
H  5.1368  2.8804  -4.2142  0.496
H  4.3650  1.5431  -5.0630  0.494
H  6.7875  0.7620  -4.3758  0.559
H  5.6385  -0.1348  -3.4539  0.445
H  7.9921  -0.0674  -2.3370  0.370
H  6.7623  -0.0099  -1.1577  0.277
H  8.1793  1.1324  -1.0485  0.256
O  0.2178  4.9741  -2.3615  -0.395
C  0.5769  6.0094  -1.6042  0.718
O  0.9758  5.7259  -0.4812  -0.488
O  0.3522  7.1883  -1.9774  -0.257
H  0.3701  4.4358  -1.5813  0.409
P  -0.8646  0.5463  -1.2921  1.570
F  -1.3652  -0.9795  -1.6052  -0.462
F  -2.1764  1.0806  -2.1253  -0.402
F  -1.7913  0.5415  0.0985  -0.357
F  -0.4595  2.0371  -1.0258  -0.382
F  0.4085  0.0384  -0.3035  -0.475
F  0.0819  0.3315  -2.5737  -0.378

Force components x, y, z for each atom (eV/Å):
C -1.2812 -1.1986 0.2584
C -0.5868 1.2598 0.5668
N -1.3049 0.9418 1.3972
C 0.2226 0.2058 -0.5257
C 1.4270 -0.4405 -0.9767
C 0.4634 -0.6251 0.9299
C 1.1841 1.4688 1.7635
C 0.3468 -0.1187 -0.3816
O -1.4867 0.1002 0.3226
C -0.6114 -0.8716 -0.2698
H -0.2580 -0.3434 0.2829
H 0.8891 -0.5078 -0.2431
H 0.2261 0.1271 -0.2014
H -0.0364 -0.8395 -0.2470
H 0.4455 -0.1411 -0.0972
H -0.4946 0.0049 -0.5931
H -0.1422 -0.2029 0.0884
H -0.1882 -0.1591 -0.4934
H 0.8679 0.3003 0.0788
H 0.0082 -0.0158 -0.0811
H 0.1103 0.4156 -0.1377
H -0.0890 -0.2446 -0.4197
H -0.2542 0.3811 -0.0223
H 0.3509 0.5532 -0.4025
H 0.2193 -0.0045 0.0930
H -0.4963 0.0687 -0.4537
H -0.1069 -0.3080 -0.2509
H 0.0087 0.4741 0.3164
H 0.3455 -0.2639 0.1483
H 0.2081 0.2441 -0.3979
C 0.0715 0.1701 -0.6584
C -0.4793 0.3480 -0.5172
N -0.1379 0.3534 -1.6056
C -0.2699 -0.1369 -0.2331
C -0.9292 0.8483 1.7999
C 0.4834 -0.2364 -0.3580
C 1.1024 -2.4058 0.7643
C 0.2720 0.3862 1.6719
O 0.2181 -0.4245 1.0852
C 0.0787 0.4509 -1.5825
H -0.3037 -0.2456 0.0743
H 0.1761 -0.2058 -0.0039
H 0.1238 -0.4393 0.1078
H 0.0263 -0.4584 -0.0070
H 0.0524 0.2741 0.2227
H 0.0597 0.2645 -0.1668
H 0.0210 0.3603 -0.2990
H -0.0039 0.1254 0.0411
H 0.4362 -0.4303 0.0873
H 0.1305 -0.0438 0.0615
H 0.1386 -0.0444 -0.4304
H 0.3710 -0.1070 -0.1074
H 0.2552 -0.2523 -0.1472
H -0.3283 0.4662 0.6771
H -0.3630 0.1816 0.2458
H 0.5407 0.2994 -0.5253
H -0.3027 0.5377 -0.4205
H -0.2055 0.4693 0.0815
H -0.1671 -0.2558 0.0664
H -1.0723 0.0739 0.0252
C -0.3479 1.1062 1.3933
C -1.2465 -0.2191 -0.8770
N -0.9182 -0.0674 0.7070
C 1.5116 1.2323 -0.2273
C 1.6545 1.3815 0.5282
C 0.4274 0.3821 -0.8809
C 0.2926 -0.5509 0.6874
C 0.6995 -0.3148 0.8225
O 1.0355 0.2343 0.5345
C -1.0913 -1.5484 -1.7872
H 0.0302 -0.0470 0.4110
H -0.0233 -0.1636 0.4484
H -0.1466 0.0519 0.0137
H -0.3325 0.2631 -0.5903
H 0.0887 -0.3936 -0.3627
H 0.1390 0.2209 -0.5197
H 0.2303 0.2198 0.0805
H -1.0441 -0.4457 -0.0215
H -0.2767 -0.2180 -0.2415
H 0.1215 -0.2039 -0.3766
H -0.8824 -0.4148 0.0138
H -0.5192 -0.1727 0.1397
H 0.2165 -0.7121 -0.6090
H 0.0075 -0.3049 0.0870
H -0.0824 -0.0059 0.3263
H -0.5263 0.0469 0.0928
H -0.0053 0.0402 -0.1967
H 1.0108 0.0716 -0.3097
H -0.2765 -0.1237 0.3357
H -0.0112 0.7492 0.2814
C 1.1712 1.3775 -0.2885
C -0.0694 -0.7815 0.7319
N -0.6126 -2.6156 1.4141
C 1.1594 0.6251 0.7810
C -0.2220 -0.2880 -0.0410
C -0.1815 -0.2789 0.1944
C 0.9887 -0.6536 0.7620
C 0.6082 1.1066 0.2756
O -1.4550 1.4657 0.1938
C -0.2733 -1.7443 -1.1797
H -0.4923 0.2341 -0.5007
H 0.0800 0.5265 -0.0235
H -0.0049 0.2311 1.0160
H 0.2581 -0.3270 -0.3716
H -0.2268 0.7976 -0.3835
H -0.0230 -0.4493 -0.2502
H -0.1572 0.5842 -0.2399
H -0.4744 -0.2045 -0.8008
H -0.5427 0.1862 0.0796
H -0.0598 -0.5770 -0.2979
H 0.1800 -0.1324 -0.0044
H 0.6915 0.9273 -0.5670
H -0.0906 -0.4002 -0.6413
H 0.2103 -0.0859 -0.0110
H 0.2691 -0.1888 0.0285
H -0.6519 0.1841 -0.9671
H -0.1425 0.0866 0.3895
H 0.5857 -0.1288 0.1184
H -0.0313 0.0680 0.6529
H -0.4601 0.4232 -0.2263
O 0.1959 1.0699 -0.6063
C -0.8821 -0.7606 0.1760
O 0.7027 1.1665 0.7949
O 0.3146 0.8427 -0.2248
H -0.4302 -2.3961 -0.0714
P -1.7590 -1.5954 0.6513
F 0.2458 -0.2454 0.9712
F 1.0981 -0.3853 0.1565
F 0.4863 -0.1697 -0.7410
F 0.8437 0.9798 -0.1128
F -0.6703 0.0453 -0.7787
F 0.1072 1.2031 0.0375